Entry from the Open Molecules 2025 dataset: a structure of composition C27H49N3O7P2V (wB97M-V/def2-TZVPD).

Output
- Kohn-Sham gap (spin up / spin down) (Eh) = 0.2646 / 0.2385
- charge = +2
- 2S+1 = 2
- ⟨S²⟩ = 0.762
- HOMO level (spin up / spin down) (eV) = -12.1 / -11.3

Cartesian coordinates (Å):
V -0.00114 -0.31742 -0.02825
C -0.26400 2.93582 4.20350
C 1.00530 2.69875 3.40449
C 2.24581 2.61422 4.27508
O 0.83025 1.51666 2.54350
P 0.88072 -0.00543 2.87302
O -0.03496 -0.79072 1.98925
C 2.59084 -0.54580 2.55856
P 2.73528 -0.55692 0.73750
O 1.94542 0.55908 0.14648
O 2.08471 -1.89419 0.18939
C 2.57304 -3.29122 0.20565
C 3.89697 -3.46781 -0.51072
C 2.57618 -3.84814 1.61602
O 4.22240 -0.64267 0.29002
C 5.33961 0.28606 0.52264
C 4.86830 1.71617 0.70549
C 6.16296 -0.22618 1.68842
O 0.54391 -0.11798 4.39166
C -0.15164 -1.25183 5.02361
C -1.37774 -0.68966 5.71396
C 0.81982 -1.90907 5.98364
H -0.26460 3.95215 4.59562
H -0.32740 2.23854 5.03850
H -1.13864 2.80804 3.56527
H 1.13572 3.49804 2.67467
H 2.17378 1.78418 4.97472
H 2.33332 3.53613 4.84803
H 3.14905 2.50802 3.67076
H 2.76317 -1.53888 2.97008
H 3.29852 0.15135 3.00659
H 1.80717 -3.80213 -0.37883
H 4.73280 -3.11056 0.08560
H 3.89650 -2.93950 -1.46387
H 4.03943 -4.53005 -0.70656
H 3.43521 -3.48753 2.18490
H 2.64927 -4.93378 1.56903
H 1.65243 -3.59231 2.13971
H 5.92047 0.20812 -0.39525
H 4.30484 1.82500 1.63637
H 4.23855 2.03112 -0.12568
H 5.73403 2.37415 0.75339
H 5.62564 -0.11215 2.63211
H 7.09269 0.33722 1.75352
H 6.41315 -1.27718 1.54610
H -0.45113 -1.94328 4.23364
H -1.07801 0.04214 6.46497
H -1.92572 -1.48945 6.20999
H -2.03564 -0.20789 4.99012
H 1.14666 -1.18378 6.72923
H 1.69634 -2.28963 5.45674
H 0.33716 -2.73878 6.49783
N -3.23253 0.03758 -0.13159
C -2.81125 -1.27113 -0.13532
C -3.78802 -2.27921 -0.12001
C -3.40223 -3.59396 -0.06807
C -2.03524 -3.89304 -0.00100
C -1.14784 -2.85549 -0.02915
N -1.50146 -1.55341 -0.13265
C -2.52791 1.21363 0.04567
C -3.27118 2.39777 0.16564
C -2.62443 3.59407 0.34463
C -1.22714 3.59650 0.37398
C -0.56661 2.40826 0.21288
N -1.18667 1.20940 0.07887
H -4.23210 0.15055 -0.15140
H -4.83587 -2.00954 -0.12790
H -4.13826 -4.38577 -0.05629
H -1.68237 -4.91060 0.07691
H -0.08686 -3.04467 0.06179
H -4.35119 2.35765 0.10301
H -3.18392 4.51276 0.45222
H -0.67170 4.51444 0.50410
H 0.51211 2.37763 0.19476
C -1.50470 1.33752 -3.38029
C -0.08819 1.36027 -2.83725
O 0.24572 0.11516 -2.19031
C 1.24342 -0.67281 -2.86930
C 0.77930 -2.10886 -3.01695
H -1.74713 2.32007 -3.78579
H -2.22257 1.10175 -2.59649
H -1.60494 0.60122 -4.17764
H 0.03822 2.16923 -2.12366
H 0.61063 1.53531 -3.65426
H 2.17722 -0.61999 -2.30316
H 1.42585 -0.24747 -3.85539
H 0.64031 -2.57498 -2.04138
H 1.52357 -2.67804 -3.57428
H -0.16351 -2.14553 -3.56216



Entry from the Open Molecules 2025 dataset: a structure of composition C27H50AsBN6O6P2Pd (wB97M-V/def2-TZVPD).

Output
- Kohn-Sham gap (Eh) = 0.1895
- charge = -2
- HOMO level (eV) = -0.9

Cartesian coordinates (Å):
Pd 0.61633 0.96713 -0.32517
C 6.02123 1.63939 2.32508
N 5.32429 0.41313 2.03912
C 6.02080 -0.77701 2.43864
P 4.09102 0.41724 0.85754
O 3.38212 1.70383 0.97193
O 3.39611 -0.91239 1.24694
P 1.74441 -1.63166 0.32790
O 2.05358 -0.85491 -0.89414
N 0.83257 -1.16456 1.69266
C 0.34436 -2.22663 2.55669
C 1.10593 0.06351 2.42151
N 2.45988 -3.16656 0.60011
C 2.84810 -3.88218 -0.59597
C 3.29486 -3.45987 1.73498
N 4.91279 0.28629 -0.62133
C 5.19201 -1.04479 -1.11918
C 4.46871 1.19311 -1.67698
H 7.04647 1.64123 1.92043
H 6.09093 1.79833 3.41083
H 5.46305 2.46094 1.88015
H 7.03336 -0.84039 2.00408
H 5.44363 -1.64814 2.13696
H 6.13229 -0.80515 3.53322
H 0.34420 -3.17836 2.03105
H -0.68443 -1.99847 2.86322
H 0.96047 -2.32433 3.46221
H 1.31274 0.85306 1.67949
H 1.96396 -0.02442 3.10040
H 0.22646 0.32814 3.01523
H 2.29909 -3.47731 -1.44370
H 2.61277 -4.95054 -0.48998
H 3.92572 -3.79337 -0.79846
H 3.08918 -2.76403 2.54243
H 4.36641 -3.39068 1.49421
H 3.09608 -4.48435 2.08197
H 5.24404 -1.74841 -0.28705
H 6.15222 -1.05671 -1.65163
H 4.40608 -1.38381 -1.80454
H 4.10244 2.11009 -1.22561
H 3.64820 0.76118 -2.25877
H 5.30908 1.41802 -2.34433
C -5.96634 2.91534 -3.01985
C -5.79622 1.74228 -2.08919
C -6.74045 1.51531 -1.09160
C -6.57726 0.47014 -0.19750
C -5.46230 -0.34337 -0.28156
C -4.51959 -0.14907 -1.29355
N -3.37262 -0.93768 -1.39723
C -3.23667 -2.24190 -0.97952
C -4.33258 -3.11535 -0.98902
C -4.21275 -4.42756 -0.57434
C -2.97221 -4.91902 -0.17835
C -1.86901 -4.09273 -0.22345
C -1.96324 -2.75259 -0.61795
C -0.74049 -1.93703 -0.73265
O 0.34742 -2.54696 -0.26641
O -0.73725 -0.82833 -1.24257
C -4.69943 0.89161 -2.22620
C -3.69735 1.03147 -3.33296
H -6.83286 3.51111 -2.73303
H -6.10501 2.57885 -4.04955
H -5.07797 3.54725 -2.98392
H -7.60299 2.16744 -1.01072
H -7.31340 0.29927 0.57941
H -5.30933 -1.12963 0.44623
H -2.49009 -0.45526 -1.58224
H -5.28166 -2.75499 -1.36210
H -5.08348 -5.07241 -0.58126
H -2.86676 -5.95034 0.13550
H -0.89100 -4.47197 0.03735
H -3.45339 0.04784 -3.73857
H -2.77788 1.46851 -2.92568
H -4.05811 1.66949 -4.13668
C -2.00271 0.54232 1.32698
As -1.65910 2.20472 0.33536
C -0.31523 3.35646 1.17499
C -3.27264 3.15730 1.04082
O -1.92817 2.22367 -1.27529
H -2.02475 0.76948 2.39405
H -1.22826 -0.18473 1.10721
H -2.97793 0.16304 1.02078
H -0.53768 3.46668 2.23885
H -0.37304 4.31998 0.66597
H 0.68875 2.96153 1.02285
H -3.30002 3.20337 2.13185
H -4.16058 2.63780 0.67249
H -3.27326 4.17030 0.63518
B 1.85180 5.54034 -1.43912
C 1.47547 4.01143 -1.48917
N 1.19857 2.88882 -1.49936
H 2.60250 5.70989 -0.49254
H 0.82716 6.19210 -1.29020
H 2.40787 5.87012 -2.47470



Entry from the Open Molecules 2025 dataset: a cluster of 3 separate species, C27H50BFI2N3O9 in total (wB97M-V/def2-TZVPD).

Output
- Kohn-Sham gap (Eh) = 0.2713
- charge = +1
- HOMO level (eV) = -10.8

Cartesian coordinates (Å):
C 1.84308 4.97654 3.32838
C 0.50937 5.27765 4.00354
I 0.49897 7.33141 4.65286
C -0.68918 5.12318 3.07499
C -0.76566 3.76608 2.36514
C -1.84812 3.79309 1.34483
C -2.17317 4.98187 0.52189
C -1.42609 5.27653 -0.62343
C -1.78938 6.42521 -1.33787
C -2.85692 7.19559 -0.87256
C -3.52588 6.79879 0.29330
N -3.19568 5.70468 0.98035
N -2.48945 2.68817 1.24275
C -3.62434 2.57845 0.28784
C -4.52920 1.38716 0.43143
F -3.91808 0.25849 -0.08477
C -1.85819 1.59452 2.10420
N -2.70683 0.64301 2.74258
C -0.75707 0.79470 1.35422
B -0.99980 0.39539 -0.16822
O -1.16153 -0.91976 -0.57204
O -1.05160 1.39546 -1.10483
C -1.23573 2.54083 3.18861
O -2.18926 2.96738 4.12957
I 0.25337 1.60730 4.37591
H 2.04213 3.90579 3.37296
H 1.82685 5.28421 2.28380
H 2.65845 5.47582 3.83868
H 0.39088 4.67909 4.89897
H -1.61256 5.29019 3.62233
H -0.62513 5.90918 2.32378
H 0.15275 3.56283 1.80429
H -0.60843 4.64339 -0.93817
H -1.25994 6.70812 -2.23567
H -3.15970 8.08319 -1.40571
H -4.35046 7.38129 0.67612
H -3.19415 2.60801 -0.70528
H -4.23375 3.47237 0.40679
H -4.81361 1.19324 1.45946
H -5.44447 1.58743 -0.12289
H -2.92866 -0.13407 2.13328
H -3.56224 1.01504 3.12922
H 0.17137 1.36533 1.36776
H -0.63570 -0.12165 1.92036
H -0.31886 -1.27357 -0.88615
H -1.33434 1.02412 -1.95007
H -3.03455 3.17522 3.71117
C 0.88520 -5.74493 -6.13072
O -0.06621 -5.83965 -5.09336
C 0.45715 -6.32540 -3.87208
C -0.16086 -5.62565 -2.68527
O 0.26028 -4.28069 -2.50801
C -0.24637 -3.28942 -3.37840
C -1.69330 -2.92621 -3.14174
O -2.57409 -3.91708 -3.62777
C -3.73325 -4.08502 -2.84430
H 1.17009 -6.73207 -6.50964
H 0.42756 -5.17845 -6.93957
H 1.78680 -5.21836 -5.79809
H 1.54512 -6.19798 -3.84067
H 0.23649 -7.39753 -3.78513
H 0.19064 -6.14558 -1.79096
H -1.24903 -5.70534 -2.70816
H -0.07094 -3.53483 -4.42768
H 0.34775 -2.39717 -3.14831
H -1.89713 -1.98411 -3.67487
H -1.85096 -2.75680 -2.07290
H -3.48334 -4.20613 -1.78391
H -4.23198 -4.98693 -3.19228
H -4.42019 -3.23721 -2.95205
C 2.97537 -4.84918 -0.06608
O 3.58807 -3.58575 -0.20523
C 2.72316 -2.53675 -0.57917
C 3.10055 -1.25381 0.13007
O 2.78150 -1.21451 1.51174
C 3.53595 -2.02159 2.40762
C 4.96476 -1.57876 2.61964
O 5.77839 -1.87923 1.50376
C 6.79709 -0.93400 1.26631
H 2.71086 -5.27586 -1.03716
H 3.69567 -5.49899 0.42705
H 2.07163 -4.78760 0.55110
H 1.67920 -2.79516 -0.35785
H 2.80947 -2.36706 -1.66222
H 2.50543 -0.44697 -0.31223
H 4.15123 -1.01827 -0.04884
H 3.49278 -3.07518 2.12990
H 3.02423 -1.91126 3.36666
H 5.35213 -2.10781 3.50080
H 4.98254 -0.50292 2.83186
H 6.39752 0.08708 1.25066
H 7.22580 -1.15798 0.29176
H 7.58777 -0.99215 2.02198



Entry from the Open Molecules 2025 dataset: a structure of composition C27H50BI2NO15PS2 (wB97M-V/def2-TZVPD).

Output
- Kohn-Sham gap (Eh) = 0.2227
- charge = +1
- HOMO level (eV) = -11.4

Cartesian coordinates (Å):
C -6.15082 3.24876 4.65279
C -6.68422 2.88175 3.11851
S -5.63769 3.79805 1.82327
C -4.34323 2.58585 1.14474
N -3.02911 2.69001 1.94727
C -2.84821 1.65351 3.03975
C -1.50283 1.58989 3.97420
B -1.38169 0.39747 5.10003
O -0.28724 -0.62134 4.92531
O -2.32694 0.27458 6.23878
C -0.34215 2.74229 3.67190
P 1.24685 2.61049 4.76829
O 1.21658 3.67417 5.94733
C -0.54029 3.90021 2.48143
C 0.61548 5.03071 2.17772
I -0.15577 7.11970 2.32746
C 1.48708 4.76775 0.80900
C 3.07891 5.07891 1.21742
I 1.02321 6.13323 -0.84792
C -1.97793 3.77620 1.63619
S -2.39903 4.93146 0.21477
H -7.04528 3.70656 5.28670
H -5.76996 2.27485 5.18224
H -5.25775 4.01884 4.63699
H -6.58647 1.70969 3.01479
H -7.82030 3.19534 3.10146
H -4.18195 2.66844 -0.01135
H -4.80606 1.50380 1.33842
H -3.67879 0.83771 3.19691
H -0.70521 -1.54751 4.93230
H -2.99466 -0.47160 6.07234
H 1.49262 1.27554 5.26600
H 2.37816 2.91138 3.87987
H 1.39388 4.94991 3.07919
H 1.48620 3.61476 0.49983
H 3.47828 4.33447 2.03533
H 3.11993 6.17610 1.68620
H 3.75798 5.10466 0.23757
H -3.19497 5.96862 0.79740
C -0.70729 -6.66313 0.80589
C -1.93448 -6.64083 1.69987
O -1.94386 -5.46386 2.51711
C -2.37599 -4.33185 1.90929
O -2.75609 -4.23680 0.75153
O -2.29156 -3.31456 2.80254
C -2.64766 -2.04275 2.26540
H 0.20421 -6.53826 1.39925
H -0.64643 -7.60587 0.25484
H -0.72987 -5.84191 0.08224
H -1.90518 -7.49940 2.37935
H -2.86000 -6.72221 1.11832
H -3.63192 -2.07374 1.78710
H -1.88313 -1.71154 1.55587
H -2.68946 -1.32550 3.08976
C -3.77129 -6.29028 -3.88991
C -2.28395 -5.99324 -3.81731
O -1.53726 -7.19749 -3.60409
C -1.32354 -7.95735 -4.70616
O -1.70004 -7.70182 -5.84057
O -0.63820 -9.06532 -4.32851
C -0.41120 -9.99323 -5.38694
H -4.09551 -6.85286 -3.00849
H -4.34886 -5.36366 -3.95249
H -4.00993 -6.90472 -4.76402
H -2.08485 -5.33994 -2.96101
H -1.93253 -5.46681 -4.71219
H 0.05802 -9.50765 -6.24864
H -1.35503 -10.46584 -5.67586
H 0.26646 -10.76872 -5.01930
C 5.95293 11.31232 -0.18349
C 5.12031 11.36514 -1.45222
O 5.45188 10.27480 -2.32082
C 4.88549 9.08351 -2.00829
O 4.12765 8.87017 -1.07337
O 5.32425 8.16061 -2.90029
C 4.86013 6.83804 -2.63906
H 7.01942 11.25682 -0.42434
H 5.77361 12.19651 0.43471
H 5.71480 10.42331 0.40941
H 5.34752 12.28701 -1.99831
H 4.04682 11.37838 -1.23119
H 3.77026 6.81073 -2.53942
H 5.34087 6.44666 -1.73720
H 5.14307 6.20550 -3.48499
C 1.41008 -6.79187 -3.04993
C 1.23688 -5.28334 -3.05757
O 2.37127 -4.64075 -2.46306
C 3.45788 -4.51197 -3.26328
O 3.54454 -4.88339 -4.42450
O 4.44371 -3.91943 -2.54429
C 5.67623 -3.79132 -3.24948
H 1.63237 -7.14925 -2.03930
H 0.50466 -7.28766 -3.41122
H 2.24726 -7.09731 -3.68585
H 0.36521 -5.01421 -2.45138
H 1.05538 -4.90223 -4.06911
H 5.53306 -3.29586 -4.21515
H 6.13160 -4.77726 -3.38441
H 6.35071 -3.17769 -2.64592



Number 1: F_max 0.03636 hartree/bohr. Number 2: F_max 0.02609 hartree/bohr. Number 3: F_max 0.03319 hartree/bohr. Number 4: F_max 0.11207 hartree/bohr.